[1]
An isolated molecule of C20H17NO2 at a distorted geometry, computed with ωB97M-V/def2-TZVPD.

Results
- spin multiplicity = 1
- SMILES string = CC1(C)C=Cc2ccc3nc4ccccc4c(C(=O)O)c3c2C1
- HOMO-LUMO gap (eV) = 6.42
- lowest unoccupied orbital energy (Ha) = -0.037

Positions of all 40 atoms, in Å:
C -2.96927 2.54229 1.89958
C -1.61872 2.42444 1.21944
C -1.66240 3.23810 -0.09789
C -0.81411 2.95676 2.33463
C 0.49876 2.39354 2.48074
C 1.00878 1.36875 1.69242
C 2.40757 1.18910 1.80506
C 2.98115 0.05228 1.21212
C 2.09908 -0.72711 0.34422
N 2.75097 -1.73519 -0.17366
C 2.12584 -2.56618 -1.05251
C 2.84945 -3.60796 -1.70723
C 2.15989 -4.48990 -2.63626
C 0.84743 -4.25877 -2.87048
C 0.10022 -3.16978 -2.30055
C 0.79860 -2.31356 -1.42749
C 0.14806 -1.15630 -0.99494
C -1.16721 -0.84911 -1.69174
O -1.10414 0.00994 -2.53688
O -2.29304 -1.50802 -1.43894
C 0.73440 -0.40390 0.04816
C 0.18349 0.61784 0.82627
C -1.29144 0.97571 0.95918
H -2.94733 1.88818 2.79883
H -3.66961 1.99662 1.25325
H -3.37336 3.47750 2.03639
H -1.97423 4.32135 0.11442
H -2.33194 2.78512 -0.84858
H -0.66206 3.15316 -0.49337
H -1.24521 3.66859 3.00225
H 0.93478 2.85850 3.32760
H 2.94999 1.87554 2.52761
H 3.94073 -0.21252 1.45322
H 3.93914 -3.69608 -1.36660
H 2.67266 -5.20437 -3.15619
H 0.30890 -4.90857 -3.57680
H -0.87979 -3.19405 -2.66873
H -2.80024 -0.98116 -2.07743
H -1.82357 0.41341 1.78327
H -1.81223 0.77584 -0.00242

Cartesian forces (eV/Å) of the 6 atoms listed first:
C -0.9 -4.7 -1.0
C -1.5 1.5 0.4
C 0.0 0.9 0.9
C 5.7 -2.4 -1.2
C -6.5 4.1 1.5
C 0.2 -1.3 -2.1

Here are the natural (NBO) charges for atoms 1 to 8, given in e: atom 1 (C): -0.5915, atom 2 (C): -0.1121, atom 3 (C): -0.6013, atom 4 (C): -0.1045, atom 5 (C): -0.2363, atom 6 (C): -0.0857, atom 7 (C): -0.1623, atom 8 (C): -0.1640

---

[2]
A cluster of 2 separate species, C20H17NO4 in total at a distorted geometry, computed with ωB97M-V/def2-TZVPD.

Results
- spin multiplicity = 1
- HOMO-LUMO gap (eV) = 4.46
- lowest unoccupied orbital energy (Ha) = -0.083

Positions of all 42 atoms, in Å:
C -4.51502 -1.44056 4.59715
O -3.76702 -2.38978 3.81608
C -3.10738 -1.91556 2.72659
C -2.29428 -2.84308 2.02838
C -1.51739 -2.40925 0.99092
C -1.49297 -1.03820 0.57951
C -0.62732 -0.73064 -0.49839
C -0.76881 0.23579 -1.52399
C 0.03620 0.09343 -2.69892
C 0.11297 1.09456 -3.65126
C -0.65300 2.26005 -3.50673
C -1.50612 2.39415 -2.40234
C -1.62015 1.37620 -1.45950
C -2.28321 -0.11797 1.32504
C -3.13296 -0.55583 2.32452
H -4.87584 -2.02242 5.44458
H -3.87721 -0.61371 4.94146
H -5.35736 -1.04359 4.01374
H -2.29320 -3.87776 2.36702
H -0.89765 -3.12088 0.44788
H 0.14698 -1.47716 -0.67445
H 0.62642 -0.81435 -2.82236
H 0.78237 0.96492 -4.50318
H -0.58829 3.05038 -4.25470
H -2.09709 3.30343 -2.27998
H -2.34488 1.45164 -0.65528
H -2.19485 0.95147 1.14870
H -3.78262 0.15039 2.84869
O 3.44723 -0.58387 -3.43757
N 4.35107 -0.04067 -2.76525
O 5.49151 0.20127 -3.21239
C 4.06855 0.33688 -1.40612
C 5.05004 1.02699 -0.67689
C 4.72465 1.47415 0.61170
C 3.46296 1.27374 1.14286
C 2.40212 0.57399 0.40433
O 1.22860 0.43799 0.83373
C 2.82247 0.06344 -0.87717
H 6.02332 1.19627 -1.12995
H 5.49793 1.98548 1.19068
H 3.19639 1.63840 2.13262
H 2.12284 -0.49973 -1.47975

Cartesian forces (eV/Å) of the 6 atoms listed first:
C 0.1 -0.2 -0.2
O 0.2 0.6 -0.7
C 0.2 0.1 0.0
C -0.6 0.2 0.6
C 0.2 0.6 -0.3
C -0.2 -0.2 1.2

Here are the natural (NBO) charges for atoms 1 to 8, given in e: atom 1 (C): -0.2615, atom 2 (O): -0.4721, atom 3 (C): 0.3715, atom 4 (C): -0.2779, atom 5 (C): -0.0854, atom 6 (C): -0.1965, atom 7 (C): 0.2049, atom 8 (C): -0.1931

---

[3]
A structure of composition C20H18AuBrN4O2, computed with ωB97M-V/def2-TZVPD.

Results
- spin multiplicity = 3
- HOMO-LUMO gap (alpha / beta) (eV) = 7.60 / 6.04
- charge = +2
- lowest unoccupied orbital energy (alpha / beta) (Ha) = -0.243 / -0.314

Positions of all 46 atoms, in Å:
Au -0.60094 -0.05792 0.05836
Br 1.36920 6.13552 3.78975
C 0.73704 4.87663 2.62220
C 0.13911 5.27441 1.40768
C -0.33076 4.32259 0.56221
C -0.24323 2.91150 0.87043
O -0.73230 2.11946 0.02621
C 0.39457 2.51986 2.12562
C 0.59224 1.15304 2.62221
N 0.22978 0.07325 2.05321
C 0.44936 -1.22127 2.63288
C 0.82302 -1.43616 3.92888
C 1.04015 -2.74292 4.41443
C 0.87090 -3.81925 3.59551
C 0.45305 -3.63468 2.25592
C 0.24520 -4.71407 1.36382
C -0.17549 -4.47848 0.08903
C -0.40951 -3.15195 -0.30755
N -0.21648 -2.13080 0.49748
C 0.22457 -2.33465 1.77979
C 0.85740 3.50927 2.95290
H 0.06380 6.32558 1.16578
H -0.79611 4.57669 -0.38058
H 1.10715 1.10051 3.58038
H 0.94815 -0.60879 4.61497
H 1.33931 -2.88020 5.44410
H 1.04071 -4.82433 3.96023
H 0.42179 -5.72532 1.71026
H -0.34316 -5.28242 -0.61295
H -0.77490 -2.92188 -1.30125
H 1.32950 3.24851 3.89215
N -3.37784 -0.12344 -3.20974
C -4.18957 -0.60154 -2.20814
C -3.40393 -0.69342 -1.10795
N -2.12268 -0.28170 -1.44239
C -2.14644 0.05914 -2.71717
H -3.65635 0.06089 -4.16053
H -5.23040 -0.82369 -2.36535
H -3.66262 -1.02324 -0.11681
H -1.31694 0.43323 -3.29388
C 3.12543 0.09672 0.21007
O 2.02422 0.09047 -0.70812
H 4.07098 0.24014 -0.30987
H 3.16544 -0.82744 0.79079
H 2.97482 0.94044 0.88085
H 2.26243 -0.45611 -1.46312

Cartesian forces (eV/Å) of the 6 atoms listed first:
Au -0.4 -0.1 0.4
Br 0.1 0.2 0.2
C -0.1 -0.2 -0.1
C 0.0 -0.1 0.0
C 0.0 0.0 0.1
C 0.0 -0.1 -0.1

Here are the natural (NBO) charges for atoms 1 to 8, given in e: atom 1 (Au): 1.2655, atom 2 (Br): 0.2851, atom 3 (C): -0.0494, atom 4 (C): -0.2209, atom 5 (C): -0.1278, atom 6 (C): 0.4479, atom 7 (O): -0.5875, atom 8 (C): -0.1628

---

[4]
A structure of composition C20H18AuCl2N3O4, computed with ωB97M-V/def2-TZVPD.

Results
- spin multiplicity = 3
- HOMO-LUMO gap (alpha / beta) (eV) = 7.00 / 7.61
- lowest unoccupied orbital energy (alpha / beta) (Ha) = -0.022 / -0.027

Positions of all 48 atoms, in Å:
Au 0.34390 0.36350 -1.18511
O -3.98406 -4.03061 2.35116
C -3.53920 -4.33541 1.04406
C -2.68541 -3.21176 0.52880
C -2.19816 -3.24603 -0.76962
C -1.39380 -2.21538 -1.21180
N -1.07932 -1.17254 -0.44365
C -1.54929 -1.11968 0.80963
C -2.34717 -2.12877 1.32610
C -1.16812 0.06852 1.63817
C -1.80042 0.37222 2.83700
C -1.39494 1.48954 3.55143
C -2.03458 1.84458 4.87314
O -3.28765 1.22948 5.08494
C -0.37114 2.27165 3.03225
C 0.19904 1.90704 1.82622
N -0.19023 0.83077 1.15579
H -4.46315 -4.78659 2.70108
H -4.38335 -4.47413 0.35923
H -2.94728 -5.25732 1.03170
H -2.42793 -4.06785 -1.43536
H -0.96233 -2.21195 -2.20304
H -2.69860 -2.09626 2.34468
H -2.60684 -0.23360 3.22193
H -2.10060 2.93327 4.96427
H -1.38586 1.49335 5.67795
H -3.94135 1.64990 4.51684
H -0.03113 3.16062 3.54825
H 0.98612 2.49319 1.36538
N 1.32229 2.02923 -1.53502
C 2.63748 2.13957 -1.69609
C 3.52369 1.02657 -1.80075
C 4.87354 1.21926 -1.97708
C 5.40222 2.50855 -2.05951
C 4.55566 3.61507 -1.96386
C 3.20334 3.44375 -1.78728
H 3.10066 0.02985 -1.76191
H 5.52651 0.36069 -2.06549
H 6.46471 2.65097 -2.20480
H 4.96700 4.61391 -2.03542
H 2.52952 4.28843 -1.72174
Cl -0.91540 -0.14175 -4.33043
C 0.79191 -0.47356 -4.71362
Cl 1.69876 1.04935 -4.85303
C 1.48319 -1.41769 -3.69639
O 2.24358 -2.22993 -4.19488
O 1.21113 -1.28592 -2.45682
H 0.82310 -0.94610 -5.68727

Cartesian forces (eV/Å) of the 6 atoms listed first:
Au -0.1 -0.3 0.0
O 0.0 0.0 0.0
C 0.0 0.0 0.0
C 0.0 0.0 0.0
C 0.0 0.0 0.0
C 0.0 -0.1 -0.1

Here are the natural (NBO) charges for atoms 1 to 8, given in e: atom 1 (Au): 1.0697, atom 2 (O): -0.7173, atom 3 (C): -0.0907, atom 4 (C): 0.0359, atom 5 (C): -0.2440, atom 6 (C): 0.0804, atom 7 (N): -0.5308, atom 8 (C): 0.2740

---

Quick rundown of DFT total energy, same order as above: -977.48555; -1127.83977; -3851.57796; -2294.16453 hartree
Quick rundown of relative energy (zero: lowest compared OMol25 entry of this formula, charge and spin), same order as above: 213.5; 604.5; 0.0; 0.0 kJ/mol